# 1
51
Properties=species:S:1:pos:R:3:nbo_charge:R:1 method="wB97M-V/def2-TZVPD" lumo_ev=0.5 homo_ev=-8.43 e_above_lowest_kj_mol=278.3 e_tot_ha=-1527.17454 spin_multiplicity=1 orbital_gap_ev=8.9
S 2.0894 3.0117 1.2224 0.289
O -1.9926 -0.2378 -1.0653 -0.508
O 0.4273 1.6382 -0.3703 -0.411
O 2.7472 1.4053 -2.0222 -0.638
N -1.2697 2.9977 -0.5808 -0.282
N 2.8562 0.0388 -0.2298 -0.448
N -0.3604 3.6053 0.2004 -0.280
C -1.3880 0.8008 -1.7975 -0.128
C -0.7880 1.8465 -0.9192 0.431
C 3.6543 -1.8409 -1.6427 -0.617
C 2.1887 -1.1399 1.8292 -0.404
C 2.9555 1.2383 -0.8323 0.687
C -5.2123 1.2343 -0.0181 -0.180
C -5.8408 0.1141 0.5016 -0.045
C -5.1448 -1.0910 0.4958 -0.199
C -3.8709 -1.1725 -0.0248 -0.261
C -3.9308 1.1723 -0.5431 -0.323
C 0.6397 2.7889 0.3040 0.269
C -3.2573 -0.0397 -0.5554 0.357
C -7.2346 0.1840 1.0488 -0.623
C 1.9459 -2.3974 1.0067 -0.404
C 3.1962 -0.1931 1.1664 -0.042
C 2.4515 -1.0777 -1.0850 -0.047
C 4.6420 -0.6778 1.3288 -0.622
C 3.3463 2.4574 -0.0013 -0.610
C 1.4489 -1.9852 -0.3721 -0.410
H 4.1515 -2.4381 -0.8853 0.197
H 2.8605 -2.9856 0.9244 0.195
H 2.5566 -1.3915 2.8250 0.214
H 4.7504 -1.7242 1.0642 0.207
H 4.2568 2.3016 0.5746 0.242
H -2.0966 1.2748 -2.4854 0.214
H 4.9493 -0.5567 2.3648 0.214
H -7.9238 -0.3462 0.3914 0.217
H -5.6109 -1.9773 0.9016 0.209
H -7.5668 1.2152 1.1339 0.214
H -7.2858 -0.2835 2.0306 0.216
H -0.5796 0.3264 -2.3628 0.224
H 1.9504 -0.6086 -1.9399 0.239
H -5.7251 2.1850 -0.0153 0.210
H 5.3105 -0.0945 0.6994 0.211
H 3.3200 -2.5046 -2.4362 0.215
H 1.2696 -2.8614 -0.9963 0.214
H 1.1981 -3.0202 1.5002 0.217
H 0.5008 -1.4540 -0.2611 0.214
H 4.3700 -1.1392 -2.0638 0.222
H -3.4691 2.0738 -0.9125 0.240
H -3.3304 -2.1061 -0.0352 0.217
H 3.4927 3.2845 -0.6975 0.258
H 3.1130 0.7622 1.6907 0.219
H 1.2391 -0.6124 1.9459 0.211

---

# 2
52
Properties=species:S:1:pos:R:3:nbo_charge:R:1 method="wB97M-V/def2-TZVPD" lumo_ev=0.7 homo_ev=-9.20 e_above_lowest_kj_mol=293.7 e_tot_ha=-1602.41350 spin_multiplicity=1 orbital_gap_ev=9.9
S 1.3757 0.7920 0.1080 2.341
O 1.7722 0.2523 1.3813 -0.951
O -1.3106 -3.8616 -1.3581 -0.627
O 0.0411 1.3027 -0.0107 -0.940
O 4.1912 3.4850 -0.4082 -0.269
N 3.4632 3.6804 -1.5399 -0.128
N -2.2863 -1.9373 -0.6818 -0.625
N 1.6287 -0.2663 -1.1677 -0.672
C -4.0287 1.3432 2.4991 -0.221
C -4.3020 -2.4958 0.6102 -0.429
C 1.4431 2.7477 -2.5828 -0.656
C -1.2248 -2.7421 -0.9005 0.691
C -4.2363 -1.1709 1.3161 -0.035
C 0.0966 -2.0683 -0.5441 -0.341
C -3.0285 0.4046 2.6854 -0.185
C 2.7885 -1.1231 -1.0126 -0.227
C -5.1344 1.0253 1.7286 -0.217
C 1.2625 -3.0543 -0.4849 -0.383
C -3.1352 -0.8447 2.1003 -0.242
C 0.4366 -0.9819 -1.5708 -0.223
C -5.2341 -0.2214 1.1368 -0.173
C 4.2483 2.1198 1.6109 -0.684
C 3.6336 2.5134 0.3251 0.408
C -3.6555 -2.3809 -0.7818 -0.214
C 2.4634 2.8445 -1.5182 0.192
C 2.5205 2.0579 -0.3313 -0.524
C 2.5332 -2.3094 -0.0796 -0.429
H -2.3572 -1.5789 2.2587 0.213
H 3.0655 -1.4764 -2.0114 0.206
H -2.1395 -1.0426 -0.2366 0.408
H 1.5502 3.5763 -3.2762 0.239
H 5.2640 1.7624 1.4476 0.238
H 2.4213 -1.9309 0.9374 0.226
H -3.6399 -3.3541 -1.2764 0.238
H 3.6447 1.3378 2.0630 0.266
H 3.3936 -2.9794 -0.1084 0.215
H -3.7676 -3.2555 1.1828 0.216
H -3.9479 2.3188 2.9545 0.214
H 1.5626 1.8057 -3.1157 0.236
H 0.4536 2.7528 -2.1304 0.246
H 1.3831 -3.5206 -1.4650 0.210
H -2.1614 0.6456 3.2818 0.216
H -6.0965 -0.4633 0.5314 0.201
H 1.0441 -3.8463 0.2327 0.224
H -5.3379 -2.8146 0.4882 0.217
H 3.5966 -0.4983 -0.6254 0.214
H -4.2195 -1.6697 -1.3936 0.193
H 4.3002 2.9796 2.2766 0.242
H -0.3617 -0.2437 -1.6512 0.238
H 0.6166 -1.4286 -2.5531 0.213
H -5.9205 1.7524 1.5850 0.212
H -0.0112 -1.5750 0.4296 0.220

---

# 3
52
Properties=species:S:1:pos:R:3:nbo_charge:R:1 method="wB97M-V/def2-TZVPD" lumo_ev=0.7 homo_ev=-7.87 e_above_lowest_kj_mol=2175.7 e_tot_ha=-1601.69668 spin_multiplicity=1 orbital_gap_ev=8.5
S 2.0432 3.7639 0.1285 0.306
O 1.7906 1.4951 1.4433 -0.562
O -0.3973 3.8483 0.4409 -0.393
O -4.1339 3.0773 -0.2970 -0.494
O -5.1349 -2.2827 0.3381 -0.462
N -0.0159 2.2642 -0.7840 -0.362
N -1.2957 2.2290 -0.8971 -0.253
N 2.8675 -0.0327 0.2776 -0.544
C -5.4151 1.0526 -0.6922 -0.158
C -6.3329 -2.9272 -0.2442 -0.275
C -3.5785 0.8000 0.6688 -0.239
C 2.1905 -2.4690 0.1444 -0.410
C -5.7060 -0.3647 -0.7958 -0.330
C 2.9720 2.3966 -0.6060 -0.656
C 3.5568 -1.7175 -1.6113 -0.433
C 3.3480 -2.7101 -0.7446 -0.430
C 3.5393 -1.4789 2.1206 -0.485
C -2.9643 3.3913 0.4057 -0.148
C 2.5679 -1.1120 1.0442 -0.046
C 5.4009 -0.2756 -0.5341 -0.593
C 0.4973 3.1193 -0.1174 0.293
C 2.3680 1.2470 0.5679 0.763
C -4.3653 1.5108 0.1357 0.215
C 3.8531 -0.1827 -1.2283 0.127
C -1.6076 3.2823 0.0672 0.385
C -3.9812 -0.5221 0.7970 -0.245
C -4.9611 -1.0801 0.1562 0.281
H 6.0069 -0.0516 -1.4217 0.211
H 4.2224 -1.9476 -2.3621 0.217
H 5.5193 -1.2265 0.1366 0.220
H -6.2656 -3.9848 -0.0380 0.214
H 4.3432 -3.0940 0.0074 0.170
H -3.0283 4.5450 0.4287 0.220
H 2.0377 -3.1942 1.0156 0.209
H 4.4470 -1.8715 1.7886 0.181
H -6.7091 -0.4679 -1.1642 0.236
H -2.7575 1.3176 1.3659 0.244
H 5.4907 0.3792 0.1160 0.181
H -5.8824 1.9062 -1.4847 0.240
H 1.1830 -2.1778 -0.2005 0.231
H 1.6134 -0.7723 1.7603 0.211
H 3.9097 2.5268 -0.4339 0.205
H -2.9206 3.2056 1.6346 0.186
H 2.4471 2.1017 -1.6389 0.262
H -7.3020 -2.4001 -0.1038 0.200
H 2.5461 -1.6932 -2.2182 0.210
H -6.2206 -2.8130 -1.4615 0.180
H 3.6153 0.4966 -1.8036 0.147
H 3.8385 -0.1895 2.6341 0.149
H 3.1633 -1.9893 2.7360 0.152
H -3.3353 -1.2680 1.5160 0.222
H 2.9326 -3.6600 -0.9930 0.254